No. 1
Below is a structure of composition C33H40N5O7S3SeTi at a distorted geometry, with properties calculated with wB97M-V/def2-TZVPD.

- Relative energy (zero: lowest compared OMol25 entry of this formula, charge and spin): 177.2 kJ/mol
- LUMO level: -4.23 eV
- Net charge: +1

```
90
Properties=species:S:1:pos:R:3:lowdin_charge:R:1
Ti -0.496 -0.801 0.652 1.032
C 3.585 0.948 -1.428 -0.489
C 3.773 0.070 -2.653 -0.485
S 2.841 -1.500 -2.523 0.873
C 1.923 -1.526 -4.099 -0.520
C 0.922 -0.405 -4.301 -0.473
S -0.284 -0.258 -2.910 0.875
C -0.244 1.538 -2.619 -0.510
C 1.093 2.098 -2.170 -0.480
S 1.864 1.135 -0.813 0.860
H 3.992 1.945 -1.595 0.087
H 4.091 0.506 -0.571 0.057
H 4.830 -0.185 -2.748 0.079
H 3.454 0.570 -3.564 0.068
H 1.417 -2.490 -4.083 0.067
H 2.652 -1.524 -4.910 0.084
H 0.357 -0.596 -5.214 0.077
H 1.414 0.558 -4.400 0.062
H -1.004 1.688 -1.850 0.050
H -0.566 2.038 -3.535 0.081
H 0.945 3.118 -1.811 0.045
H 1.815 2.118 -2.983 0.068
O 4.146 -2.092 4.172 -0.005
C 3.572 -1.636 5.176 -0.702
O 3.855 -1.411 6.320 0.069
C 2.190 -1.244 4.539 -0.048
C 2.040 0.076 4.097 0.033
C 1.132 0.380 3.103 -0.073
N 0.365 -0.557 2.534 -0.009
C 0.448 -1.815 3.015 -0.181
C 1.329 -2.206 3.999 0.080
C -0.471 -2.766 2.295 -0.534
O -0.360 -3.971 2.362 0.138
O -1.331 -2.140 1.551 -0.073
H 2.657 0.847 4.527 0.133
H 0.995 1.400 2.756 0.117
H 1.347 -3.238 4.315 0.145
C -8.274 -0.231 -4.271 -0.056
O -6.887 -0.483 -4.154 -0.087
C -6.018 0.501 -4.485 -0.237
C -6.362 1.749 -4.998 0.005
C -5.383 2.693 -5.254 -0.051
C -4.051 2.427 -4.991 -0.060
C -3.695 1.193 -4.482 0.000
C -4.665 0.234 -4.240 -0.177
N -4.218 -1.037 -3.771 0.156
C -3.707 -1.242 -2.575 0.040
C -4.008 -0.485 -1.423 -0.101
C -5.268 0.127 -1.243 0.014
C -5.601 0.721 -0.056 -0.045
C -4.690 0.716 1.006 -0.014
C -3.450 0.134 0.872 0.000
C -3.055 -0.447 -0.353 -0.292
O -1.850 -0.888 -0.558 -0.228
H -8.766 -1.109 -3.856 0.101
H -8.566 -0.108 -5.316 0.104
H -8.569 0.654 -3.702 0.102
H -7.394 1.991 -5.185 0.113
H -5.674 3.645 -5.666 0.116
H -3.298 3.172 -5.188 0.110
H -2.666 0.943 -4.277 0.088
H -4.089 -1.746 -4.483 0.182
H -3.021 -2.074 -2.456 0.148
H -6.001 0.030 -2.024 0.108
H -6.576 1.161 0.075 0.115
H -4.978 1.155 1.947 0.123
H -2.755 0.102 1.713 0.111
C 3.272 -1.707 1.194 -0.008
N 2.572 -2.928 0.821 -0.052
C 3.328 -4.127 1.146 0.003
C 1.412 -2.857 0.163 -0.440
O 0.898 -1.686 -0.025 -0.204
N 0.762 -3.895 -0.391 -0.077
C -0.408 -3.605 -1.206 -0.029
C 0.919 -5.301 -0.068 -0.028
H 4.120 -1.582 0.518 0.104
H 3.646 -1.803 2.219 0.076
H 2.620 -0.836 1.114 0.064
H 4.331 -3.815 1.428 0.108
H 3.404 -4.798 0.294 0.094
H 2.895 -4.640 2.005 0.107
H -0.280 -2.646 -1.719 0.038
H -0.504 -4.400 -1.946 0.107
H -1.318 -3.577 -0.588 0.104
H 1.234 -5.438 0.959 0.078
H 1.615 -5.787 -0.754 0.103
H -0.054 -5.777 -0.164 0.103
Se -0.570 3.955 0.614 0.792
C -0.620 2.260 0.683 -0.939
N -0.645 1.072 0.684 -0.092
```

***

No. 2
Below is a structure of composition C33H40N6NiOS, with properties calculated with wB97M-V/def2-TZVPD.

- Relative energy (zero: lowest compared OMol25 entry of this formula, charge and spin): 0.0 kJ/mol
- LUMO level (spin up / spin down): 0.02 / 0.01 eV
- Spin multiplicity: 3

```
82
Properties=species:S:1:pos:R:3:lowdin_spin:R:1
Ni 0.214 0.561 0.939 1.669
C -1.210 -2.077 2.154 0.004
C -1.708 -1.356 3.409 0.000
C -1.319 0.134 3.490 0.006
N -0.023 0.441 2.924 0.069
C 1.061 0.541 3.659 0.006
C 1.134 0.137 5.012 0.005
C 2.106 0.347 5.970 -0.001
C 3.284 1.075 5.921 0.002
C 3.765 1.745 4.802 -0.001
C 3.307 1.771 3.503 0.003
C 2.226 1.087 2.888 0.004
N 2.058 1.007 1.597 0.051
C 2.875 1.692 0.625 0.005
C 2.363 3.128 0.358 0.000
C 0.935 3.448 0.810 0.003
N -0.070 2.476 0.406 0.042
C -1.342 2.789 0.451 0.007
C -1.813 4.054 0.899 0.009
C -3.040 4.667 0.783 0.001
C -4.209 4.226 0.176 0.012
C -4.403 2.954 -0.326 0.002
C -3.583 1.840 -0.283 0.014
C -2.269 1.658 0.197 0.002
N -1.742 0.453 0.391 0.037
C -2.671 -0.672 0.436 0.005
C -2.095 -2.010 0.909 0.000
H -0.206 -1.714 1.921 0.002
H -1.067 -3.137 2.380 0.000
H -2.798 -1.420 3.480 0.000
H -1.320 -1.879 4.288 0.000
H -2.050 0.723 2.930 0.001
H -1.379 0.472 4.530 0.001
H 0.279 -0.433 5.353 0.000
H 1.884 -0.111 6.931 0.000
H 3.862 1.150 6.832 0.000
H 4.664 2.332 4.965 0.000
H 3.896 2.374 2.824 0.000
H 3.938 1.712 0.891 0.002
H 2.804 1.112 -0.299 0.001
H 3.005 3.846 0.876 0.000
H 2.467 3.341 -0.708 0.000
H 0.919 3.539 1.906 0.000
H 0.691 4.440 0.413 0.001
H -1.065 4.648 1.406 0.001
H -3.079 5.664 1.212 0.000
H -5.034 4.923 0.112 0.001
H -5.368 2.772 -0.788 0.000
H -4.027 0.948 -0.700 0.001
H -3.521 -0.393 1.075 0.001
H -3.107 -0.853 -0.557 0.001
H -2.971 -2.646 1.079 0.000
H -1.546 -2.484 0.088 0.000
C 4.891 -2.062 -3.174 0.000
C 3.536 -1.380 -3.272 0.000
C 2.400 -2.384 -3.118 0.001
N 1.094 -1.742 -3.082 0.002
C 0.517 -1.272 -1.973 0.004
S 1.272 -1.375 -0.469 0.020
N -0.732 -0.708 -2.095 0.000
C -1.737 -0.883 -3.038 0.000
O -2.648 -0.088 -3.085 0.000
C -1.712 -2.091 -3.921 0.000
C -1.487 -3.357 -3.388 0.000
C -1.537 -4.467 -4.215 0.000
C -1.786 -4.310 -5.572 0.000
C -2.011 -3.048 -6.101 0.000
C -1.990 -1.935 -5.273 0.000
H 5.704 -1.345 -3.282 0.000
H 5.013 -2.820 -3.950 0.000
H 5.010 -2.554 -2.208 0.000
H 3.438 -0.867 -4.232 0.000
H 3.436 -0.622 -2.493 0.000
H 2.519 -2.957 -2.199 0.000
H 2.387 -3.090 -3.951 0.000
H 0.621 -1.607 -3.960 0.000
H -1.018 -0.099 -1.318 0.001
H -1.280 -3.468 -2.331 0.000
H -1.378 -5.454 -3.802 0.000
H -1.814 -5.178 -6.217 0.000
H -2.214 -2.932 -7.157 0.000
H -2.202 -0.949 -5.662 0.000
```

***

No. 3
Below is a structure of composition C33H41Cl3GeHgN6O2SSb, with properties calculated with wB97M-V/def2-TZVPD.

- Relative energy (zero: lowest compared OMol25 entry of this formula, charge and spin): 190.8 kJ/mol
- LUMO level (spin up / spin down): 4.13 / 4.12 eV
- Spin multiplicity: 2
- Net charge: -2

```
89
Properties=species:S:1:pos:R:3:lowdin_spin:R:1
Hg -0.030 -0.697 1.487 0.016
C -3.416 -0.982 -0.234 0.000
N -4.455 -1.703 -0.990 0.000
C -3.772 -2.525 -1.997 0.001
N -2.836 -3.483 -1.399 0.000
C -1.844 -2.717 -0.627 -0.001
N -2.483 -1.906 0.415 0.001
C -3.229 -2.787 1.312 0.000
N -4.253 -3.559 0.587 0.000
C -5.151 -2.599 -0.063 0.000
C -3.579 -4.327 -0.464 0.000
H -3.900 -0.366 0.530 0.000
H -2.855 -0.341 -0.918 0.001
H -3.217 -1.867 -2.668 0.002
H -4.523 -3.076 -2.572 0.000
H -1.290 -2.057 -1.298 -0.001
H -1.145 -3.407 -0.153 0.000
H -3.714 -2.193 2.090 0.000
H -2.531 -3.479 1.788 0.000
H -5.637 -2.000 0.709 0.000
H -5.917 -3.153 -0.615 0.000
H -4.332 -4.894 -1.021 0.000
H -2.885 -5.028 0.004 0.000
N -2.473 0.809 2.467 0.000
C -3.427 1.722 2.272 0.000
C -3.090 2.459 1.152 0.000
C -1.888 1.897 0.713 0.001
N -1.518 0.910 1.522 0.002
H -2.500 0.029 3.174 0.000
H -4.281 1.759 2.928 0.000
H -3.636 3.270 0.703 0.000
H -1.296 2.141 -0.154 0.000
S -0.612 0.631 -2.563 0.436
Sb 1.284 1.579 -1.384 0.248
C 3.081 2.017 0.004 0.209
C 3.264 1.264 1.158 0.013
C 4.352 1.493 1.997 0.004
C 5.274 2.483 1.687 -0.006
C 5.108 3.237 0.530 0.010
C 4.022 2.999 -0.304 0.025
C 2.575 1.954 -3.079 -0.005
C 2.631 3.180 -3.738 0.000
C 3.478 3.371 -4.825 0.000
C 4.285 2.334 -5.272 -0.001
C 4.236 1.105 -4.627 0.000
C 3.387 0.919 -3.543 0.000
C 0.568 3.616 -1.176 0.000
C 1.012 4.482 -0.178 0.003
C 0.480 5.761 -0.056 0.000
C -0.500 6.197 -0.936 0.003
C -0.954 5.342 -1.933 0.000
C -0.429 4.060 -2.046 0.003
H 2.581 0.460 1.419 0.002
H 4.475 0.883 2.884 0.001
H 6.124 2.661 2.336 0.000
H 5.827 4.009 0.274 0.002
H 3.914 3.590 -1.210 0.003
H 2.008 4.001 -3.404 0.000
H 3.505 4.334 -5.322 0.000
H 4.946 2.481 -6.118 0.000
H 4.858 0.286 -4.968 0.000
H 3.364 -0.049 -3.053 0.001
H 1.774 4.156 0.520 0.000
H 0.829 6.414 0.736 0.000
H -0.917 7.193 -0.838 0.000
H -1.729 5.669 -2.618 0.000
H -0.807 3.371 -2.796 0.004
Cl -4.114 -1.628 7.309 0.000
C -3.772 -2.526 5.795 0.000
Cl -2.250 -3.395 5.977 0.000
Cl -5.081 -3.701 5.532 0.000
C -3.739 -1.455 4.618 0.000
O -4.837 -1.071 4.227 0.000
O -2.584 -1.130 4.269 0.000
C 3.683 -4.144 1.550 0.000
Ge 2.383 -2.934 0.654 0.001
C 1.521 -4.137 -0.680 0.000
C 3.459 -1.718 -0.466 0.006
C 1.429 -2.035 2.053 0.007
H 4.399 -4.564 0.837 0.000
H 3.158 -4.971 2.035 0.000
H 4.226 -3.588 2.316 0.000
H 2.297 -4.693 -1.215 0.000
H 0.938 -3.572 -1.410 0.000
H 0.860 -4.859 -0.191 0.000
H 3.967 -2.280 -1.255 0.000
H 4.204 -1.189 0.131 0.000
H 2.818 -0.969 -0.938 0.008
H 0.844 -2.782 2.616 0.002
```

***

No. 4
Below is a structure of composition C33H41MgN10OS, with properties calculated with wB97M-V/def2-TZVPD.

- Relative energy (zero: lowest compared OMol25 entry of this formula, charge and spin): 0.0 kJ/mol
- LUMO level: -3.58 eV
- Net charge: +1

```
87
Properties=species:S:1:pos:R:3:lowdin_charge:R:1
Mg -0.463 0.137 -0.109 0.698
C -0.350 1.854 2.525 -0.043
N -0.678 2.047 1.093 -0.231
C 0.145 3.147 0.572 -0.079
C -2.117 2.297 1.023 -0.231
C -2.633 3.572 1.152 -0.036
C -4.005 3.784 1.237 -0.093
C -4.841 2.682 1.257 -0.087
C -4.339 1.396 1.114 -0.028
C -2.966 1.159 0.931 -0.265
N -2.341 -0.035 0.681 -0.004
C -2.944 -1.268 0.551 -0.251
C -4.223 -1.542 0.048 -0.052
C -4.651 -2.847 -0.177 -0.098
C -3.811 -3.914 0.077 -0.095
C -2.535 -3.669 0.585 -0.029
C -2.104 -2.379 0.837 -0.214
N -0.800 -2.078 1.378 -0.201
C 0.171 -3.157 1.253 -0.100
C -0.933 -1.726 2.803 -0.063
H -0.596 2.762 3.085 0.104
H 0.706 1.631 2.635 0.061
H -0.940 1.031 2.918 0.077
H -0.194 3.432 -0.423 0.087
H 1.179 2.806 0.526 0.061
H 0.109 4.030 1.216 0.090
H -1.965 4.422 1.207 0.107
H -4.400 4.786 1.329 0.100
H -5.909 2.815 1.384 0.106
H -5.026 0.566 1.167 0.090
H -4.879 -0.727 -0.222 0.095
H -5.648 -3.019 -0.564 0.106
H -4.139 -4.930 -0.094 0.101
H -1.889 -4.510 0.800 0.104
H -0.098 -4.042 1.845 0.092
H 1.134 -2.795 1.619 0.059
H 0.277 -3.451 0.209 0.084
H -1.175 -2.615 3.398 0.100
H -1.732 -1.001 2.923 0.081
H 0.002 -1.288 3.153 0.060
C 4.904 -1.771 -1.347 -0.063
C 4.829 -0.667 -2.190 -0.077
C 3.667 0.081 -2.263 -0.020
C 2.576 -0.291 -1.484 -0.245
C 2.641 -1.390 -0.643 -0.049
C 3.809 -2.132 -0.573 -0.055
N 1.328 0.411 -1.525 0.045
N 1.189 1.122 -2.529 0.127
C -0.085 1.740 -2.681 -0.301
C -0.214 2.602 -3.754 0.016
C -1.459 3.169 -3.987 -0.028
C -2.510 2.827 -3.155 -0.015
C -2.278 1.951 -2.102 -0.079
N -1.081 1.423 -1.855 0.092
H 5.817 -2.348 -1.295 0.111
H 5.685 -0.386 -2.789 0.112
H 3.599 0.944 -2.910 0.110
H 1.781 -1.662 -0.050 0.066
H 3.863 -2.991 0.083 0.113
H 0.644 2.801 -4.379 0.121
H -1.604 3.853 -4.812 0.119
H -3.502 3.228 -3.303 0.118
H -3.076 1.677 -1.423 0.115
C 5.704 2.141 0.434 -0.095
C 4.331 2.378 1.057 -0.232
C 3.739 1.151 1.671 -0.591
N 2.541 0.731 1.462 -0.004
N 2.217 -0.407 2.163 0.005
C 3.206 -0.834 2.887 -0.704
N 3.154 -1.985 3.618 0.101
S 4.630 0.144 2.779 1.125
H 6.068 3.053 -0.039 0.081
H 5.660 1.354 -0.317 0.060
H 6.436 1.848 1.189 0.068
H 3.615 2.732 0.312 0.104
H 4.404 3.155 1.823 0.118
H 2.226 -2.337 3.794 0.092
H 3.799 -2.091 4.383 0.095
C -0.387 -3.436 -2.861 0.027
C -1.067 -2.251 -2.239 -0.523
N -2.340 -2.027 -2.578 0.228
O -0.461 -1.519 -1.449 -0.049
H -0.721 -3.607 -3.883 0.090
H -0.634 -4.319 -2.267 0.096
H 0.689 -3.287 -2.840 0.089
H -2.848 -2.726 -3.093 0.124
H -2.880 -1.415 -1.983 0.096
```

***

No. 5
Below is a structure of composition C33H42BrIN3O5Ti, with properties calculated with wB97M-V/def2-TZVPD.

- Relative energy (zero: lowest compared OMol25 entry of this formula, charge and spin): 0.0 kJ/mol
- LUMO level (spin up / spin down): 1.20 / 1.20 eV
- Net charge: -1

```
86
Properties=species:S:1:pos:R:3:lowdin_charge:R:1
Ti -0.542 0.180 0.190 0.848
O 2.866 1.447 0.704 -0.063
C 3.431 0.186 0.416 -0.225
C 2.570 -1.049 0.692 -0.133
N 1.369 -1.195 -0.167 -0.211
C 1.706 -0.947 -1.578 -0.078
C 1.483 0.512 -1.922 -0.606
O 1.948 1.024 -2.908 0.104
O 0.714 1.111 -1.037 -0.174
C 0.816 -2.545 -0.048 -0.146
C -0.523 -2.554 -0.772 -0.605
O -0.993 -3.548 -1.253 0.117
O -1.083 -1.348 -0.822 -0.213
H 2.103 1.609 0.130 0.051
H 4.300 0.085 1.071 0.129
H 3.809 0.161 -0.612 0.114
H 2.245 -1.090 1.732 0.090
H 3.228 -1.912 0.513 0.137
H 1.041 -1.522 -2.221 0.139
H 2.727 -1.244 -1.819 0.142
H 0.653 -2.776 1.004 0.067
H 1.473 -3.303 -0.483 0.143
C -1.256 0.320 -3.813 -0.038
C -2.252 1.438 -3.497 -0.351
C -1.539 2.711 -3.037 -0.056
C -3.372 0.916 -2.609 -0.123
C -4.522 0.492 -3.273 -0.044
C -5.605 -0.041 -2.600 -0.074
C -5.558 -0.148 -1.223 -0.036
C -4.437 0.263 -0.511 -0.129
C -4.448 0.168 1.003 -0.397
C -4.824 -1.230 1.494 -0.083
C -5.376 1.230 1.600 -0.053
C -3.341 0.785 -1.212 -0.149
N -2.204 1.199 -0.441 -0.052
C -2.207 2.436 0.046 -0.086
C -1.279 2.859 0.967 -0.313
C -1.263 4.093 1.651 -0.012
C -0.339 3.956 2.639 -0.039
C 0.200 2.628 2.568 -0.192
N -0.341 1.974 1.523 0.021
C 1.139 2.197 3.691 -0.511
C 0.323 2.285 4.996 -0.032
C 2.307 3.203 3.742 -0.043
C 1.751 0.803 3.652 -0.087
H -0.429 0.696 -4.417 0.084
H -1.747 -0.496 -4.347 0.088
H -0.851 -0.097 -2.892 0.050
H -2.749 1.694 -4.438 0.120
H -0.843 2.528 -2.222 0.052
H -2.255 3.478 -2.730 0.079
H -0.957 3.112 -3.870 0.084
H -4.558 0.586 -4.353 0.109
H -6.482 -0.365 -3.147 0.100
H -6.406 -0.555 -0.686 0.108
H -3.442 0.369 1.369 0.047
H -5.864 -1.474 1.265 0.069
H -4.696 -1.289 2.577 0.076
H -4.183 -1.987 1.040 0.076
H -6.407 1.075 1.270 0.076
H -5.074 2.235 1.296 0.072
H -5.353 1.184 2.691 0.081
H -2.970 3.135 -0.288 0.149
H -1.894 4.942 1.435 0.111
H -0.082 4.688 3.385 0.101
H -0.128 3.269 5.142 0.073
H 0.987 2.079 5.839 0.092
H -0.458 1.524 5.011 0.078
H 1.975 4.229 3.897 0.068
H 2.883 3.159 2.816 0.081
H 2.965 2.933 4.571 0.086
H 0.999 0.022 3.624 -0.047
H 2.309 0.656 4.580 0.094
H 2.441 0.712 2.824 0.052
Br 1.962 -3.002 4.587 0.492
C 0.660 -2.232 5.895 -0.689
C 0.925 -2.596 7.207 -0.192
C 0.057 -2.121 8.181 -0.142
C -1.020 -1.325 7.799 -0.143
C -1.207 -1.017 6.457 -0.197
C -0.359 -1.454 5.420 -0.297
I -1.084 -1.075 2.415 0.813
H 1.766 -3.225 7.470 0.074
H 0.221 -2.379 9.222 0.083
H -1.706 -0.952 8.554 0.080
H -2.065 -0.389 6.209 0.064
```

***

Question: What is the relative energy (zero: lowest compared OMol25 entry of this formula, charge and spin) in the third record?
Answer: 190.8 kJ/mol